2 unconnected molecules or ions with the total composition C6H10Si. Source: OMol25; level of theory: ωB97M-V with the def2-TZVPD basis set.

```
17
Properties=species:S:1:pos:R:3:forces:R:3
C -2.9268 0.7922 -1.7720 -2.3 2.7 -0.5
H 0.0256 0.6530 -1.1341 -0.3 0.8 0.3
H -2.8285 1.8997 -1.5455 -0.4 -1.4 -0.3
H -2.0689 -1.0217 -1.5678 -0.2 -1.8 -0.3
C 5.4786 -0.2397 0.6902 -0.1 -0.1 0.9
C -0.3307 -0.7293 0.5093 0.5 -1.5 -2.7
H -1.2403 -1.2367 0.7474 -0.9 0.0 1.5
H 5.4003 0.1227 -0.2385 0.1 1.1 -2.9
H -3.8506 0.4457 -2.3007 1.1 0.4 0.4
C -2.0193 -0.0077 -1.3268 1.9 -0.6 0.7
H -1.2711 1.1199 0.1920 0.7 1.1 -0.5
Si 0.9073 -0.0669 1.9138 -0.6 -0.6 -1.4
C -0.8299 0.4017 -0.4982 0.1 -1.1 1.2
H 0.0201 -1.6193 -0.2028 0.4 1.8 1.4
C 5.3455 -0.5657 1.8153 0.0 -0.6 0.5
H 2.0232 0.1244 0.8665 -0.2 0.1 0.3
H 5.1854 -1.0928 2.6877 -0.1 -0.4 1.4
```
Positions in Å, forces in eV/Å.

The value obtained for the HOMO energy is -8.68 eV. The calculation puts the energy above the lowest of the compared OMol25 structures with the same formula, charge and spin at 96.71 kcal per mole. The value obtained for the lowest unoccupied orbital energy is -0.032 hartree.

natural (NBO) population analysis, charges in e, atoms 1 to 5:
1 C -0.390
2 H 0.223
3 H 0.188
4 H 0.187
5 C -0.210